Entry 1:
The following is a DFT calculation (the ωB97M-V functional and the def2-TZVPD basis) of 6 unconnected molecules or ions with the total composition C25H46BN7O9 in a non-equilibrium geometry.

The geometry in XYZ format:
```
88
Properties=species:S:1:pos:R:3:forces:R:3
C 3.1081 1.0955 0.8434 1.3 -0.1 0.3
O 3.0815 1.3044 -0.6093 -2.3 -1.6 -0.4
B 2.3151 0.2637 -1.2583 2.2 -0.4 0.4
O 2.9477 -1.0486 -1.3126 -2.2 2.0 0.8
N 0.9238 0.5143 -1.8320 -0.8 0.4 2.8
C -0.0796 -0.4492 -1.2764 -1.0 -2.2 0.5
O 0.0034 -1.6998 -1.3043 0.1 4.2 -0.2
C -1.2686 0.3346 -0.5814 -1.5 3.2 0.9
C -2.5599 -0.1453 0.1129 1.4 2.7 -0.2
C -2.8954 -1.6989 0.2123 -1.2 0.9 -0.3
C -3.4774 0.9746 0.7254 2.7 1.1 -1.6
C -3.1322 2.5015 0.6252 2.2 -2.9 -1.4
C -1.8172 2.9590 -0.1010 -0.5 -3.1 -0.1
N -1.3769 4.3521 -0.2372 -0.8 -1.5 0.8
C -0.9312 1.8468 -0.6956 -1.9 -2.3 1.0
C 0.4300 1.8866 -1.5079 0.0 3.6 -0.3
O 0.9840 2.9543 -1.8595 -1.6 -4.3 1.0
H 3.3750 2.1183 1.2995 -0.6 -1.7 -0.6
H 2.1284 0.6876 1.2671 1.2 0.7 -0.6
H 3.9567 0.3420 1.0443 -1.3 1.1 0.0
H 2.7073 -1.4958 -0.4682 0.3 -0.1 -0.5
H -4.0114 -1.8095 -0.0691 1.7 0.1 0.6
H -2.7983 -2.0959 1.2834 0.1 0.6 -1.7
H -2.3137 -2.3062 -0.5559 -0.5 1.0 1.3
H -4.4445 0.6627 1.2645 1.7 0.5 -1.0
H -3.8349 3.2843 1.0940 1.3 -1.4 -0.9
H -2.1745 4.9757 -0.4196 0.4 -0.4 0.5
H -0.8853 4.6090 0.6401 -0.3 0.0 -0.8
C 7.5632 -1.7403 -1.0666 -0.3 0.2 -0.4
O 6.9255 -1.6337 -0.0355 0.0 0.0 -0.3
N 7.1257 -1.3752 -2.3051 0.6 -0.3 0.5
C 7.9456 -1.5338 -3.4880 -0.3 0.1 0.1
C 5.7956 -0.8096 -2.4424 0.0 -0.1 0.3
H 8.5836 -2.1573 -1.0741 0.1 0.0 -0.1
H 8.1009 -0.5545 -3.9483 0.1 -0.1 -0.1
H 7.4303 -2.1907 -4.1937 0.2 0.0 -0.1
H 8.9147 -1.9686 -3.2373 -0.1 0.0 0.1
H 5.7280 0.0959 -1.8344 -0.2 -0.1 -0.1
H 5.0615 -1.5298 -2.0790 0.0 0.3 -0.1
H 5.5879 -0.5678 -3.4857 0.1 -0.1 0.1
C -4.9768 -5.1373 0.3801 0.4 -0.2 0.0
O -4.8790 -4.1873 1.1342 0.2 -0.2 -0.1
N -3.9554 -5.9678 0.0242 -0.7 0.3 0.0
C -4.1484 -7.0817 -0.8816 0.2 0.1 0.1
C -2.6333 -5.7275 0.5703 -0.1 0.3 0.2
H -5.9368 -5.4063 -0.0890 0.0 -0.1 -0.1
H -3.8818 -8.0092 -0.3683 -0.1 -0.1 -0.2
H -3.5023 -6.9487 -1.7532 -0.1 -0.2 -0.1
H -5.1865 -7.1419 -1.2122 0.1 0.1 0.1
H -2.6812 -5.7808 1.6608 0.2 0.1 -0.1
H -2.3035 -4.7259 0.2832 0.1 -0.1 0.1
H -1.9249 -6.4681 0.1974 -0.2 0.0 0.0
C -6.3096 5.3667 1.0863 -0.2 -0.2 -0.2
O -5.3893 5.9454 0.5383 -0.2 -0.2 -0.1
N -7.2146 4.5586 0.4645 0.4 0.4 0.6
C -8.2850 3.9020 1.1870 0.1 0.0 -0.3
C -7.1016 4.3499 -0.9664 0.3 0.2 0.0
H -6.4841 5.4579 2.1705 -0.1 -0.1 0.0
H -8.1858 2.8202 1.0661 -0.2 0.0 0.1
H -9.2444 4.2281 0.7771 -0.1 -0.1 0.1
H -8.2484 4.1477 2.2495 0.1 0.0 -0.1
H -6.1248 3.9129 -1.1886 -0.1 0.0 -0.2
H -7.1778 5.3135 -1.4760 0.0 -0.1 -0.1
H -7.8901 3.6844 -1.3195 0.1 0.1 0.1
C 2.2706 4.9961 2.4143 0.1 0.3 -0.4
O 1.3540 4.2204 2.2009 0.1 0.3 -0.1
N 2.7063 5.9622 1.5546 -0.1 -0.5 0.8
C 3.8054 6.8461 1.8841 -0.2 -0.1 -0.2
C 2.0485 6.1089 0.2699 -0.2 -0.3 0.0
H 2.8383 4.9712 3.3584 0.1 0.1 0.0
H 3.4502 7.8796 1.8645 0.2 0.0 0.0
H 4.5992 6.7192 1.1434 0.1 0.1 0.1
H 4.2031 6.6235 2.8756 -0.1 0.0 -0.1
H 0.9900 6.3248 0.4346 0.0 0.0 -0.2
H 2.1330 5.1700 -0.2831 -0.2 0.1 -0.1
H 2.5034 6.9164 -0.3048 0.0 -0.1 0.2
C 1.8177 -3.8308 0.6985 -0.1 -0.6 -0.2
O 2.1091 -2.8714 1.3884 0.2 0.0 0.0
N 2.2780 -5.1010 0.8773 -0.4 0.7 -0.2
C 1.8830 -6.1915 0.0102 0.1 0.1 0.2
C 3.1927 -5.3685 1.9708 0.0 0.3 0.1
H 1.1295 -3.7357 -0.1566 0.0 0.0 0.0
H 1.3903 -6.9625 0.6086 0.0 -0.1 -0.2
H 2.7743 -6.6114 -0.4632 -0.1 -0.1 -0.1
H 1.1960 -5.8463 -0.7643 0.1 0.1 0.1
H 2.7106 -5.1016 2.9144 0.2 -0.1 0.0
H 4.0870 -4.7525 1.8484 0.0 -0.1 0.2
H 3.4723 -6.4225 1.9868 -0.1 0.1 -0.1
```
Positions in Å, forces in eV/Å.

DFT total energy ... -2065.462512 Eh
Orbital gap ... 8.07 eV
LUMO level ... -0.0104 Ha
SMILES ... COB(O)N1C(=O)c2c(C)ccc(N)c2C1=O.CN(C)C=O.CN(C)C=O.CN(C)C=O.CN(C)C=O.CN(C)C=O
E_HOMO ... -8.4 eV

Löwdin atomic charge list, values in e, 5 entries: -0.049 -0.047 -0.525 0.083 0.193

Entry 2:
The following is a DFT calculation (the ωB97M-V functional and the def2-TZVPD basis) of a molecular structure, C25H46LaO3P2S in a non-equilibrium geometry.

The geometry in XYZ format:
```
78
Properties=species:S:1:pos:R:3:forces:R:3
La 1.2921 1.6331 1.0597 6.4 -10.4 2.6
C 2.4576 3.5706 1.4431 0.5 2.7 1.4
C 1.0320 3.7967 1.4503 0.2 3.9 3.3
C 1.5267 2.3380 3.1779 2.0 3.2 2.9
C 2.7655 2.6350 2.4622 0.7 3.3 3.9
C 0.4690 3.0578 2.5662 0.0 4.6 2.2
C 3.4439 4.2789 0.5694 0.2 0.3 -0.1
H 3.0048 4.5661 -0.3898 0.0 0.0 0.1
H 4.3257 3.6625 0.3746 -0.3 0.2 0.2
H 3.7833 5.1971 1.0662 -0.1 -0.1 -0.1
C 4.1159 2.1187 2.8451 0.3 0.3 0.5
H 4.8491 2.3010 2.0551 -0.4 -0.1 0.6
H 4.0672 1.0404 3.0266 0.3 0.1 0.0
H 4.4727 2.6098 3.7602 -0.4 -0.1 0.1
C 1.4352 1.5300 4.4313 -0.2 -0.3 -0.2
H 1.7381 2.1504 5.2859 0.0 -0.2 -0.2
H 2.0860 0.6550 4.3798 0.1 0.0 0.2
H 0.4148 1.1813 4.6078 0.1 0.0 0.1
C -0.9370 3.1603 3.0706 -0.1 -0.1 -0.1
H -1.0217 3.9788 3.7976 0.0 -0.2 -0.1
H -1.2498 2.2382 3.5669 -0.1 0.1 0.0
H -1.6448 3.3692 2.2636 0.0 0.0 0.1
C 0.3107 4.8534 0.6702 -0.1 -0.1 -0.2
H 0.2515 5.7802 1.2568 0.0 -0.2 -0.1
H -0.7116 4.5520 0.4273 0.0 0.1 0.0
H 0.8259 5.0863 -0.2645 -0.1 0.0 0.1
C 2.0562 0.5073 -0.6976 1.8 -0.5 -7.8
C 1.9804 1.8691 -1.0245 2.3 -2.3 -6.5
C 0.9128 2.4719 -1.9144 0.0 0.1 0.3
C -0.4934 1.9947 -1.5165 0.1 -0.1 0.1
C -0.5929 1.7294 -0.0167 -7.3 -2.7 -2.7
C -0.4603 0.4436 0.5596 -7.6 -1.2 -3.5
C -0.1147 -0.7861 -0.2499 0.8 0.0 0.2
C 1.0934 -0.5599 -1.1933 -0.4 0.2 0.1
H 1.1266 2.2378 -2.9693 0.0 -0.1 0.3
H -0.7603 1.0862 -2.0657 0.0 0.1 0.2
H 0.9638 3.5623 -1.8277 0.0 -0.1 -0.1
H 0.7492 -0.2966 -2.2001 0.1 0.0 0.2
H 3.0213 0.1402 -0.3664 -0.2 0.2 0.6
H 2.9158 2.4219 -0.9992 -0.4 -0.2 0.5
H 1.6444 -1.4996 -1.2899 0.0 0.2 0.1
H 0.1306 -1.5872 0.4499 -0.1 -0.1 -0.1
H -0.9946 0.2467 1.4873 0.3 0.3 0.4
H -0.9902 -1.1148 -0.8317 0.0 0.1 0.3
H -1.2342 2.7512 -1.7979 0.1 -0.1 0.2
H -1.2236 2.4330 0.5188 0.3 0.0 0.3
P -2.6396 -3.9923 -1.7510 0.5 0.2 -0.5
P -4.9814 -4.8938 0.1709 -0.5 -0.4 0.4
C -3.8804 -5.2133 -2.4211 0.1 0.0 0.0
C -4.6230 -5.9683 -1.3113 -0.3 0.0 0.1
H -3.3273 -5.9259 -3.0456 -0.2 0.2 -0.1
H -4.5882 -4.6877 -3.0770 0.2 0.0 0.2
H -5.5880 -6.3266 -1.6911 0.2 -0.2 0.0
H -4.0524 -6.8507 -0.9901 -0.1 0.3 0.0
C -5.6421 -6.1864 1.3285 0.0 0.0 -0.2
H -6.0838 -5.6959 2.2020 0.0 -0.1 -0.1
H -4.8248 -6.8219 1.6827 -0.1 0.1 -0.1
H -6.4035 -6.8159 0.8514 0.1 0.1 0.1
C -6.5943 -4.1707 -0.3957 0.1 -0.1 0.0
H -7.2964 -4.9420 -0.7354 0.1 0.1 0.0
H -6.4113 -3.4706 -1.2171 -0.1 -0.1 0.1
H -7.0527 -3.6118 0.4263 0.1 -0.1 -0.1
C -1.0889 -4.8162 -2.3525 -0.1 0.1 0.0
H -0.2339 -4.1538 -2.1829 0.0 -0.1 0.0
H -1.1398 -5.0637 -3.4200 0.0 0.0 0.2
H -0.9199 -5.7354 -1.7826 0.0 0.1 -0.1
C -2.7816 -2.6734 -3.0501 0.0 -0.2 -0.1
H -3.7303 -2.1402 -2.9374 0.1 -0.1 0.0
H -2.7220 -3.0869 -4.0647 0.0 0.1 0.1
H -1.9740 -1.9464 -2.9155 0.0 -0.1 -0.1
C 6.2978 2.7777 -1.2659 -0.3 1.0 0.4
S 5.2080 1.3789 -0.8788 -1.3 -9.3 0.8
O 4.4865 0.8353 -2.1232 0.7 3.6 2.3
O 6.0842 0.1655 -0.5360 -1.1 4.3 0.4
O 4.0888 1.4640 0.4899 4.0 0.7 -4.6
H 7.1380 2.4260 -1.8993 -0.8 -0.3 0.4
H 6.7168 3.1860 -0.3232 -0.3 -0.3 -0.5
H 5.7263 3.5644 -1.7992 0.3 -0.5 0.3
```
Positions in Å, forces in eV/Å.

Net charge ... +1
DFT total energy ... -2317.558754 Eh
Orbital gap (alpha / beta) ... 4.39 / 4.25 eV
LUMO level (alpha / beta) ... -0.1882 / -0.1932 Ha
E_HOMO (alpha / beta) ... -9.5 / -9.5 eV
ΔE to the lowest compared entry with this formula, charge and spin ... 16.001 eV

Löwdin atomic charge list, values in e, 5 entries: 2.030 -0.318 -0.366 -0.353 -0.332

Entry 3:
The following is a DFT calculation (the ωB97M-V functional and the def2-TZVPD basis) of a molecular structure, C25H46NdP2 in a non-equilibrium geometry.

The geometry in XYZ format:
```
74
Properties=species:S:1:pos:R:3:forces:R:3
Nd -0.4293 1.7948 1.2004 0.4 2.6 0.5
C 1.6863 3.4141 1.5355 -1.0 0.5 -0.5
C 1.4216 3.4769 0.1296 -0.8 0.4 0.9
C -0.3021 4.5690 1.2310 1.1 -0.7 0.0
C 0.6212 4.1015 2.2144 0.0 -0.2 -1.3
C 0.1850 4.1806 -0.0588 0.4 -0.5 1.1
C 2.8542 2.7725 2.1990 0.4 -0.1 0.2
H 3.4006 2.1297 1.4982 0.0 0.1 0.2
H 2.5411 2.1571 3.0568 0.2 0.1 -0.1
H 3.5607 3.5298 2.5824 -0.2 -0.3 -0.1
C 0.5054 4.3385 3.6740 -0.2 0.1 0.6
H 1.3448 3.8914 4.2137 -0.1 0.1 0.0
H -0.4246 3.9085 4.0761 0.2 0.2 0.0
H 0.4902 5.4149 3.9095 0.0 -0.3 -0.1
C -1.5107 5.3799 1.5184 -0.5 0.4 0.1
H -1.2507 6.3567 1.9672 -0.1 -0.4 -0.2
H -2.1753 4.8646 2.2257 0.1 0.2 -0.1
H -2.0792 5.5803 0.5999 0.1 0.0 0.3
C -0.4365 4.5442 -1.3598 -0.1 0.2 -0.5
H -0.2242 5.5921 -1.6376 -0.1 -0.4 0.1
H -1.5269 4.4345 -1.3203 0.1 0.1 -0.1
H -0.0591 3.9080 -2.1712 -0.1 0.2 0.1
C 2.2846 2.9488 -0.9535 0.5 -0.3 -0.5
H 2.9450 3.7304 -1.3662 -0.2 -0.3 0.1
H 1.6912 2.5568 -1.7926 0.2 0.1 0.1
H 2.9322 2.1359 -0.5932 -0.1 0.2 -0.2
C 0.7038 -4.8775 0.1308 0.9 -0.3 0.2
C 1.9570 -4.5975 -0.2591 -0.3 -0.8 0.7
C 2.5694 -4.9257 -1.5872 0.2 0.1 -0.4
C 1.6034 -4.9518 -2.7893 0.5 -0.2 -0.2
C 0.6449 -3.7945 -2.8499 -0.7 -0.1 -0.3
C -0.6070 -3.7728 -2.3646 0.5 -0.3 -1.0
C -1.2511 -4.8250 -1.5166 -0.2 -0.3 0.2
C -0.2923 -5.6755 -0.6551 -0.6 -0.3 -0.1
H 3.0875 -5.8995 -1.5466 -0.1 0.3 0.1
H 1.0982 -5.9265 -2.8475 0.0 0.5 0.0
H 3.3596 -4.1869 -1.7987 -0.2 -0.2 0.1
H 0.1805 -6.4519 -1.2724 -0.1 0.4 0.3
H 0.4013 -4.6774 1.1647 0.2 0.1 -0.3
H 2.6802 -4.2433 0.4849 -0.4 0.1 -0.2
H -0.9171 -6.2229 0.0713 0.2 0.1 -0.3
H -1.9722 -4.3355 -0.8419 0.1 -0.1 -0.2
H -1.2926 -2.9929 -2.7142 0.4 0.1 0.3
H -1.8483 -5.5138 -2.1404 0.1 0.3 0.1
H 2.2312 -4.8960 -3.6951 -0.2 -0.1 0.3
H 0.9956 -2.9666 -3.4738 -0.3 -0.1 0.2
P 0.5057 -0.8048 0.8278 -0.2 -0.7 0.2
P -1.9640 0.8559 -1.0484 -0.3 -0.6 -0.3
C -0.8206 -1.6752 -0.1286 0.2 -0.2 0.0
C -2.1176 -0.9401 -0.5238 -0.1 0.4 -0.1
H -1.0808 -2.5607 0.4728 0.1 0.2 -0.4
H -0.3052 -2.0358 -1.0275 -0.2 0.0 0.3
H -2.5738 -1.4508 -1.3884 0.0 0.0 0.4
H -2.8401 -0.9677 0.3058 0.1 0.1 -0.2
C -3.6973 1.4446 -1.0732 0.1 0.0 0.0
H -3.7059 2.4676 -1.4766 -0.1 -0.3 0.1
H -4.0917 1.4763 -0.0482 0.1 0.0 -0.3
H -4.3187 0.7911 -1.6977 0.0 0.2 0.1
C -1.5238 0.7563 -2.8146 0.1 0.0 -0.2
H -2.2042 0.0679 -3.3465 0.3 0.3 0.2
H -0.4817 0.4107 -2.9198 -0.4 0.1 0.0
H -1.5996 1.7648 -3.2548 0.0 -0.4 0.1
C 0.4561 -1.6100 2.4814 0.1 0.0 -0.3
H 1.2055 -1.1244 3.1201 -0.2 -0.3 0.0
H 0.6816 -2.6792 2.3610 -0.1 0.3 0.3
H -0.5376 -1.4713 2.9351 0.3 -0.1 -0.1
C 2.0693 -1.3266 0.0937 0.4 -0.1 -0.2
H 2.2142 -0.8272 -0.8810 0.0 -0.2 0.4
H 2.0571 -2.4153 -0.0470 0.1 0.5 0.0
H 2.8969 -1.0461 0.7710 -0.3 -0.1 -0.3
C -2.1778 1.7799 2.8533 0.0 0.1 0.0
H -2.9200 2.5906 2.8463 0.1 -0.1 0.0
H -1.7806 1.7110 3.8786 -0.1 0.0 -0.1
H -2.7230 0.8403 2.6513 -0.1 0.0 0.1
```
Positions in Å, forces in eV/Å.

Net charge ... +1
DFT total energy ... -2224.028248 Eh
Orbital gap (alpha / beta) ... 7.32 / 7.41 eV
LUMO level (alpha / beta) ... -0.1062 / -0.1019 Ha
Spin multiplicity ... 4
Expectation value of S² ... 3.76
E_HOMO (alpha / beta) ... -10.2 / -10.2 eV
ΔE to the lowest compared entry with this formula, charge and spin ... 0.000 eV

Löwdin atomic charge list, values in e, 5 entries: 1.471 -0.348 -0.346 -0.318 -0.329